{"formula": "C13H22N2O4P2", "method": "ωB97M-V/def2-TZVPD", "lumo_ev": -0.05, "orbital_gap_ev": 9.10, "smiles": "CCOP(=O)(CC[PH](C)(N=C=O)c1cccnc1)OCC", "energy_ha": -1601.52874, "elements": ["C", "C", "O", "P", "O", "C", "C", "P", "C", "N", "C", "O", "C", "C", "C", "C", "N", "C", "O", "C", "C", "H", "H", "H", "H", "H", "H", "H", "H", "H", "H", "H", "H", "H", "H", "H", "H", "H", "H", "H", "H", "H", "H"], "coordinates": [[3.670, -2.488, 1.182], [3.199, -1.101, 0.488], [3.099, -1.212, -0.985], [2.456, 0.285, -1.493], [3.401, 0.859, -2.582], [0.686, 0.154, -2.214], [-0.426, 0.341, -1.062], [-1.162, -1.255, -0.357], [-0.902, -1.817, 1.475], [0.275, -2.255, -0.772], [-0.103, -3.416, -1.250], [-0.735, -4.501, -1.383], [-2.646, -0.209, 0.291], [-4.064, -0.400, -0.320], [-5.085, 0.557, 0.356], [-4.634, 1.476, 1.494], [-3.350, 1.684, 2.094], [-2.437, 0.819, 1.412], [2.450, 1.469, -0.223], [2.145, 2.794, -0.752], [1.147, 3.574, 0.283], [4.599, -2.923, 0.670], [3.981, -2.223, 2.270], [2.810, -3.251, 1.292], [2.210, -0.803, 0.989], [4.049, -0.340, 0.708], [0.542, -0.755, -2.892], [0.592, 1.083, -2.907], [-1.307, 0.920, -1.551], [-0.086, 1.008, -0.180], [-2.073, -2.077, -1.115], [-0.294, -1.016, 2.057], [-0.238, -2.754, 1.438], [-1.912, -2.051, 1.984], [-4.371, -1.123, -1.148], [-6.178, 0.573, 0.003], [-5.472, 2.129, 1.965], [-1.340, 0.922, 1.782], [1.643, 2.736, -1.779], [3.150, 3.366, -0.859], [0.300, 4.116, -0.297], [1.766, 4.309, 0.921], [0.645, 2.796, 0.965]]}